72
Properties=species:S:1:pos:R:3:forces:R:3:lowdin_spin:R:1 method="wB97M-V/def2-TZVPD" energy_ha=-5953.8506 mol_weight_g_mol=641.22 lumo_ev="-0.586 / -3.863" spin_multiplicity=3
Ni 0.0390 -2.3290 0.4758 -1.1 -1.0 2.4 0.890
C -0.7105 3.0364 5.1386 0.9 -1.4 0.7 0.000
C -1.1543 2.1162 4.2815 0.3 -2.0 0.7 0.002
C -0.7844 1.7655 2.8570 -1.2 0.2 0.1 0.000
C 0.5523 1.0945 2.6635 0.3 -0.2 -1.5 -0.001
C 1.6037 2.0886 2.2335 0.5 -0.1 1.3 0.000
C 1.8167 3.2836 2.8233 0.5 -1.0 -1.4 0.000
C 0.8868 4.1729 3.5818 0.3 0.4 1.0 0.000
C 0.5736 3.8025 5.0585 -1.0 1.5 -0.6 0.000
C 1.1029 -3.2128 1.8881 0.4 -0.3 1.1 0.194
H -1.1565 3.0278 6.1315 0.1 -0.2 0.0 0.000
H -1.5920 1.1942 4.7695 -0.8 1.5 -0.4 0.004
H -0.8187 2.6601 2.2135 -0.2 -0.5 0.1 0.000
H -1.5741 1.0613 2.5111 0.3 0.6 0.1 0.000
H 0.8649 0.4542 3.4960 0.1 0.4 0.2 0.000
H 0.4840 0.3653 1.8376 -0.3 0.1 0.1 -0.001
H 2.2818 1.6974 1.4622 0.2 0.3 0.7 0.000
H 2.8063 3.6912 2.6232 -0.3 0.4 -0.3 0.000
H -0.0837 4.2668 3.0526 0.7 0.2 0.3 0.000
H 1.3894 5.1529 3.6186 -0.4 -0.2 -0.2 0.000
H 1.4208 3.3480 5.6130 -0.6 -0.2 -0.5 0.000
H 0.3449 4.7253 5.6096 0.5 0.2 -0.2 0.000
H 0.4138 -3.2703 2.7653 0.8 -0.1 -0.5 0.010
H 1.8256 -2.3663 2.0743 -0.3 -1.0 0.0 0.009
H 1.5960 -4.2135 1.8127 -0.1 0.9 -0.2 0.021
P 1.4022 -1.6320 -0.8674 3.5 3.6 -4.6 0.027
P -2.0503 -0.8505 -0.6215 -4.0 3.1 -3.6 0.026
N 2.7631 -0.3042 -1.1470 -0.2 -0.6 0.9 0.009
N 2.0146 -2.6738 -2.1075 -0.1 -0.8 0.6 -0.001
N -2.1841 0.9706 -1.0680 0.3 -0.7 -0.3 0.007
N -3.5778 -1.2351 -1.7472 0.3 -1.3 0.5 0.012
C 0.3219 -0.6762 -1.9747 0.0 -0.1 -0.1 0.018
C -1.0103 -1.4153 -2.0047 0.4 0.3 -0.4 0.004
C 3.7446 0.0541 -0.2419 0.8 0.7 -0.4 0.001
C 4.6473 0.9483 -0.8480 -0.8 -0.8 0.5 0.000
C 4.2149 1.1302 -2.1910 -1.3 -1.1 0.3 0.000
C 3.0557 0.3552 -2.3412 0.7 0.5 0.2 0.002
C 2.4024 -3.9690 -1.7666 0.2 -0.1 -1.2 0.001
C 2.8336 -4.6023 -2.9181 -0.2 0.3 0.6 0.000
C 2.7219 -3.6686 -3.9942 -0.4 0.9 0.9 0.001
C 2.2272 -2.4815 -3.4772 0.1 -0.8 -0.1 0.000
C -2.5701 2.0799 -0.3019 0.2 0.6 -0.6 0.000
C -2.3726 3.2560 -1.0489 0.1 -1.5 0.4 0.000
C -1.8389 2.8441 -2.3133 -0.3 -1.1 0.1 0.000
C -1.8058 1.4537 -2.3199 0.5 0.6 0.1 0.001
C -4.3208 -0.5682 -2.7237 -0.7 0.0 0.4 0.001
C -5.4153 -1.3588 -3.1036 1.4 0.0 0.8 0.001
C -5.2672 -2.6124 -2.4249 0.9 0.4 0.2 0.000
C -4.0996 -2.5250 -1.6644 -1.0 0.6 -0.1 0.000
H 0.7196 -0.6769 -3.0029 -0.2 0.4 0.7 0.003
H 0.2535 0.3582 -1.5779 0.0 -0.6 -0.4 0.000
H -1.5140 -1.2655 -2.9718 0.0 -0.3 0.5 0.000
H -0.8945 -2.5126 -1.8394 0.0 0.4 -0.3 -0.001
H 3.7395 -0.3428 0.7676 0.0 0.1 -0.2 0.000
H 5.5061 1.4306 -0.3799 -0.4 -0.3 -0.1 0.000
H 4.6681 1.7308 -2.9744 -0.2 -0.1 0.3 0.000
H 2.4220 0.2885 -3.2146 0.2 0.0 0.3 0.000
H 2.3122 -4.2989 -0.7385 0.0 0.0 -0.2 0.000
H 3.1861 -5.6220 -2.9801 0.0 0.1 0.0 0.000
H 2.9620 -3.8276 -5.0278 0.1 -0.1 -0.1 0.000
H 1.9986 -1.5451 -3.9923 0.3 -0.7 0.3 0.000
H -3.0118 1.9451 0.6806 0.3 0.0 -0.2 0.000
H -2.5844 4.2892 -0.7613 0.1 -0.6 0.1 0.000
H -1.4976 3.4666 -3.1352 -0.3 -0.1 0.2 0.000
H -1.4974 0.7538 -3.1063 -0.2 0.7 0.5 0.000
H -4.0487 0.4101 -3.1091 -0.1 -0.1 0.5 0.000
H -6.2171 -1.0529 -3.7671 0.3 -0.1 0.0 0.000
H -5.9255 -3.4734 -2.4743 0.2 0.2 -0.1 0.000
H -3.6082 -3.2797 -1.0613 -0.2 0.1 0.1 0.000
Se -1.7849 -2.3558 4.6571 -0.2 0.0 0.0 0.550
C -1.6784 -2.2808 2.9074 0.5 0.2 -2.7 0.046
N -1.4701 -2.2709 1.7262 -0.3 -0.3 2.8 0.164